Molecular formula: C25H36Cl3GeN4O6Tc
Method: DFT, ωB97M-V/def2-TZVPD

The geometry in XYZ format:
```
76
Properties=species:S:1:pos:R:3:lowdin_charge:R:1
Tc -0.7939 -0.0478 -0.3890 1.57
C 0.2547 3.0366 2.0609 0.01
C -0.1952 2.7402 0.6441 -0.47
C -0.0077 3.9203 -0.2978 0.00
O 0.4484 1.5527 0.0988 -0.20
C -1.7426 2.4632 0.6488 -0.57
O -2.4776 3.1986 1.2501 0.12
O -2.0639 1.4385 -0.0918 -0.18
H 1.2527 3.4709 2.0863 0.08
H 0.2452 2.1305 2.6674 0.09
H -0.4424 3.7507 2.4935 0.10
H 1.0355 4.2400 -0.3311 0.08
H -0.6207 4.7480 0.0547 0.11
H -0.3264 3.6516 -1.3051 0.09
H 1.2682 1.2285 0.6314 0.05
C 1.4465 -3.6645 0.4593 -0.01
C 0.7827 -2.3399 0.6528 -0.45
N 0.4441 -1.5320 -0.2232 -0.03
H 2.3063 -3.7566 1.1228 0.05
H 1.7410 -3.7740 -0.5798 0.10
H 0.7455 -4.4572 0.7280 0.10
Cl -4.4117 -3.9685 -1.6962 0.67
C -4.2166 -2.9973 -0.2318 -1.60
Cl -3.7943 -4.0344 1.1478 0.65
Cl -5.6743 -2.0655 0.1140 0.68
C -3.1088 -2.0754 -0.4304 -0.25
N -2.2191 -1.3708 -0.5703 0.09
C -0.0230 -1.1876 4.0956 0.05
C -0.0874 -1.1529 2.6036 -0.48
O 0.5766 -2.1706 2.0561 0.08
O -0.6800 -0.2808 1.9919 0.03
H -0.1924 -2.1985 4.4608 0.10
H -0.7562 -0.5012 4.5078 0.10
H 0.9782 -0.8837 4.4056 0.11
C 0.7363 0.7669 -5.1804 -0.22
Ge 1.0772 0.7848 -3.2437 0.77
C 1.8986 2.5215 -2.8142 -0.21
C 2.3586 -0.6135 -2.7356 -0.22
C -0.7032 0.3547 -2.4391 -0.38
H 1.6335 1.0484 -5.7316 0.02
H -0.0573 1.4692 -5.4356 0.02
H 0.4332 -0.2293 -5.5033 0.02
H 2.8102 2.5854 -3.4125 0.02
H 2.1689 2.6074 -1.7632 -0.02
H 1.2566 3.3550 -3.0964 0.02
H 3.2687 -0.5370 -3.3318 0.02
H 1.9314 -1.6061 -2.8772 0.02
H 2.6144 -0.4949 -1.6815 -0.02
H -1.0291 -0.4978 -3.0435 0.00
H -1.3751 1.1889 -2.6594 0.01
C 6.7887 0.8280 -0.8455 0.01
N 5.6598 1.2355 -0.0236 -0.06
N 4.6872 0.3373 0.3802 0.07
C 3.5334 1.0284 0.6776 -0.38
O 2.4835 0.4655 1.0775 -0.01
C 3.8327 2.3997 0.4444 0.06
C 5.1239 2.4749 -0.0029 -0.25
C 5.9120 3.6566 -0.4397 0.01
C 5.0384 -0.9730 0.7985 -0.18
C 6.2380 -1.1821 1.4723 -0.02
C 6.6045 -2.4657 1.8406 -0.06
C 5.7720 -3.5388 1.5560 -0.06
C 4.5609 -3.3154 0.9181 -0.07
C 4.1850 -2.0356 0.5386 0.00
H 6.7965 -0.2531 -0.9379 0.10
H 7.7286 1.1436 -0.3950 0.10
H 6.7029 1.2618 -1.8422 0.10
H 3.1693 3.2241 0.6213 0.11
H 5.4156 4.5686 -0.1192 0.09
H 6.0064 3.6820 -1.5274 0.09
H 6.9167 3.6364 -0.0182 0.09
H 6.8751 -0.3434 1.7210 0.12
H 7.5430 -2.6262 2.3538 0.11
H 6.0611 -4.5416 1.8391 0.11
H 3.9103 -4.1513 0.6965 0.09
H 3.2370 -1.8568 0.0490 0.09
```

Results
spin multiplicity: 4
HOMO level (alpha / beta): -10.96 / -11.14 eV
charge: +1
<S²>: 3.7806
orbital gap (alpha / beta): 8.2 / 6.9 eV
E: -5182.76704 a.u.
energy above the lowest of the compared OMol25 structures with the same formula, charge and spin: 25.6 kcal/mol



Molecular formula: C11H24BrFNO8P3
Method: DFT, ωB97M-V/def2-TZVPD

The geometry in XYZ format:
```
49
Properties=species:S:1:pos:R:3:lowdin_charge:R:1
F 6.4083 3.7472 2.8873 -0.36
P 6.3306 3.5372 1.2345 0.51
Br 6.3923 3.2624 -1.0649 0.17
C 4.5297 3.4696 1.2928 -0.43
C 3.7703 4.6230 1.1377 -0.08
C 2.3883 4.5033 1.2187 -0.14
N 1.7432 3.3599 1.4314 0.07
C 2.4936 2.2709 1.5782 -0.12
C 3.8837 2.2620 1.5176 -0.06
H 7.0917 2.3851 1.3806 0.01
H 6.9972 4.7463 1.0872 0.00
H 4.2371 5.5790 0.9653 0.11
H 1.7839 5.3904 1.0990 0.10
H 1.9842 1.3375 1.7551 0.09
H 4.4243 1.3386 1.6452 0.11
C 0.5522 -3.8811 -0.4801 -0.09
O 1.0877 -2.5985 -0.1627 -0.21
P 1.5134 -2.2115 1.3196 0.34
O 2.9187 -2.4189 1.6474 -0.22
O 0.4818 -2.9739 2.2684 -0.23
C 0.8641 -4.1997 2.9026 -0.09
O 1.0451 -0.7109 1.4173 -0.23
C -0.3011 -0.3611 1.0483 -0.07
H 1.2470 -4.6762 -0.2037 0.09
H -0.4058 -4.0284 0.0202 0.09
H 0.3959 -3.9038 -1.5548 0.09
H 1.9465 -4.2717 2.9950 0.08
H 0.4829 -5.0459 2.3300 0.08
H 0.4171 -4.2116 3.8939 0.09
H -1.0189 -1.0237 1.5314 0.09
H -0.4214 -0.4154 -0.0327 0.08
H -0.4755 0.6584 1.3820 0.09
C -4.9016 0.5404 -4.0941 -0.09
O -4.0228 0.8835 -3.0223 -0.21
P -3.3826 -0.2331 -2.0853 0.34
O -2.0605 -0.7046 -2.4760 -0.22
O -4.4966 -1.3686 -1.9661 -0.23
C -4.4124 -2.5449 -2.7803 -0.09
O -3.4275 0.4513 -0.6654 -0.21
C -4.6477 1.0314 -0.1879 -0.08
H -4.4152 -0.1365 -4.7979 0.09
H -5.8157 0.0877 -3.7084 0.09
H -5.1536 1.4630 -4.6092 0.09
H -3.3877 -2.7264 -3.1006 0.08
H -5.0601 -2.4384 -3.6508 0.08
H -4.7574 -3.3850 -2.1824 0.09
H -5.4817 0.3400 -0.3082 0.09
H -4.8550 1.9577 -0.7215 0.09
H -4.5098 1.2439 0.8682 0.09
```

Results
HOMO level: -9.66 eV
charge: 0
SMILES string: F[PH2](Br)c1ccncc1.COP(=O)(OC)OC.COP(=O)(OC)OC
orbital gap: 10.2 eV
E: -4788.36390 a.u.
energy above the lowest of the compared OMol25 structures with the same formula, charge and spin: 0.0 kcal/mol



Molecular formula: C37H36BrF3I2N5O7PSeTi
Method: DFT, ωB97M-V/def2-TZVPD

The geometry in XYZ format:
```
94
Properties=species:S:1:pos:R:3:lowdin_charge:R:1
Ti -0.0864 -0.3753 0.1186 0.98
I -4.8544 -0.8570 2.2299 0.84
C -3.6428 -2.1877 1.1250 -0.61
C -4.1089 -3.4837 0.8428 -0.23
C -3.3232 -4.3927 0.1083 -0.65
I -4.1170 -6.3217 -0.2633 0.81
C -2.0499 -3.9983 -0.3515 -0.17
C -1.1321 -4.8693 -1.1350 -0.01
C 0.0698 -4.3941 -1.5287 -0.01
C 0.4592 -2.9993 -1.1710 0.00
N -0.4999 -2.2697 -0.4230 -0.02
C -1.6140 -2.7089 -0.0574 -0.33
C -2.3822 -1.8107 0.6644 -0.62
O -1.8684 -0.7491 0.8319 -0.15
H -5.0862 -3.7860 1.1960 0.07
H -1.4113 -5.8836 -1.3970 0.06
H 0.7437 -5.0232 -2.0999 0.11
H 1.4338 -2.6123 -1.4897 0.14
Br -5.6252 -2.2776 -3.9746 0.69
C -3.9166 -1.7480 -3.3659 -0.70
C -3.6902 -1.5658 -2.0064 -0.07
C -2.4220 -1.1739 -1.5679 -0.02
C -1.3686 -0.9591 -2.4664 -0.20
C -1.6207 -1.1490 -3.8312 0.00
C -2.8881 -1.5416 -4.2812 -0.14
N -0.1449 -0.5684 -1.8999 -0.13
C 0.9013 -0.3388 -2.6085 -0.06
C 2.0645 0.0527 -1.8394 -0.32
C 3.2936 0.3459 -2.4028 -0.03
C 4.3144 0.7068 -1.5301 -0.17
C 4.0565 0.7549 -0.1603 -0.06
C 2.7803 0.4384 0.2880 -0.13
N 1.7671 0.0846 -0.5279 -0.07
H -4.4822 -1.7229 -1.2802 0.10
H -2.2411 -1.0303 -0.5044 0.00
H -0.8472 -0.9986 -4.5751 0.09
H -3.0576 -1.6821 -5.3454 0.09
H 0.9865 -0.4109 -3.7026 0.14
H 3.4571 0.2979 -3.4717 0.18
H 5.3034 0.9493 -1.9090 0.16
H 4.8327 1.0329 0.5448 0.13
H 2.5344 0.4626 1.3459 0.12
Se 0.0471 1.3652 3.0307 1.34
N -0.0918 -0.1984 2.1561 -0.28
C -0.1984 -1.2232 3.0092 -0.31
C -0.3203 -2.5539 2.6137 0.01
C -0.4249 -3.5422 3.6024 -0.02
C -0.4059 -3.1847 4.9637 -0.06
C -0.2821 -1.8375 5.3393 -0.01
C -0.1794 -0.8701 4.3392 -0.39
N -0.0571 0.4455 4.5710 -0.20
H -0.3340 -2.8188 1.5636 0.10
H -0.5204 -4.5806 3.3152 0.11
H -0.4868 -3.9508 5.7227 0.10
H -0.2667 -1.5554 6.3846 0.11
F 4.1693 -3.0249 1.6331 0.13
C 2.8968 -2.8643 2.0936 -0.46
F 2.9057 -1.7976 2.9403 0.14
F 2.5887 -3.9656 2.8350 0.13
C 1.8891 -2.6830 0.9105 -0.38
O 1.8212 -3.6407 0.0714 0.04
O 1.2204 -1.5992 0.8792 -0.17
C 3.2123 4.0266 -2.2202 -0.02
C 2.3880 3.1331 -1.2761 -0.50
C 2.8263 3.4560 0.1683 -0.02
C 2.7003 1.6629 -1.6465 -0.20
O 1.0281 3.4875 -1.4971 -0.15
P -0.1628 2.4491 -0.7166 0.86
O -0.5526 1.4255 -1.8160 -0.32
O 0.3759 1.4712 0.6179 -0.58
O -1.6786 3.2726 -0.3679 -0.14
C -1.5786 4.3497 0.5603 -0.67
C -0.9300 3.9400 1.9027 -0.12
C -0.8417 5.5609 -0.0478 -0.04
C -3.0251 4.7819 0.8581 -0.04
H 4.3015 3.8311 -2.1106 0.10
H 3.0255 5.1003 -2.0003 0.09
H 2.9269 3.8402 -3.2783 0.10
H 3.9145 3.2685 0.2948 0.10
H 2.3029 2.8370 0.9167 0.07
H 2.6249 4.5231 0.4032 0.09
H 3.7895 1.4630 -1.5501 -0.11
H 2.3969 1.4569 -2.6954 0.17
H 2.1845 0.9404 -0.9867 -0.13
H 0.1407 3.6866 1.7805 0.03
H -1.4619 3.0686 2.3415 0.02
H -0.9742 4.7814 2.6278 0.10
H 0.2268 5.3453 -0.2255 0.06
H -0.8790 6.4274 0.6475 0.09
H -1.3126 5.8597 -1.0089 0.10
H -3.5987 3.9373 1.2978 0.10
H -3.5370 5.0943 -0.0779 0.09
H -3.0516 5.6337 1.5724 0.09
H -1.2691 0.7324 -0.5699 0.09
```

Results
spin multiplicity: 2
HOMO level (alpha / beta): -3.05 / -3.30 eV
charge: -1
<S²>: 0.9010
orbital gap (alpha / beta): 4.3 / 4.5 eV
E: -9292.29381 a.u.